# 1
Entry from OMol25: a 3-piece molecular cluster, C23H51N3O9 overall at a distorted geometry (wB97M-V/def2-TZVPD).

ORCA input file:
```
! RIJCOSX wB97M-V def2-TZVPD def2/J DEFGRID3
* xyz 0 1
C -2.19929 -1.42985 7.39019
O -3.46945 -0.97178 6.80662
C -3.91370 -1.81919 5.68946
C -2.77384 -2.13049 4.55319
C -3.33323 -2.01322 2.99719
C -2.77297 -0.69349 2.18763
C -1.12609 -0.73248 2.02830
C -0.39807 0.72798 2.18305
C 1.24662 0.48821 2.16637
O 1.99745 -0.16345 1.23913
O 1.97523 1.10439 3.32407
C 0.89673 1.40744 4.30066
C -0.57586 1.60411 3.55714
N -1.52407 1.14165 4.64149
C -0.95466 3.19240 3.39738
O -1.01756 3.65964 1.98241
O -2.28439 3.72682 1.66097
H -1.92790 -2.54833 7.17901
H -1.34483 -0.77693 6.87156
H -2.08796 -1.21937 8.54567
H -4.77516 -1.20660 5.13471
H -4.39695 -2.84253 6.00700
H -2.42464 -3.26164 4.70472
H -1.80210 -1.48309 4.62889
H -4.52300 -2.08922 2.94008
H -2.89891 -2.96092 2.41980
H -3.13756 0.33318 2.61984
H -3.23978 -0.76681 1.09118
H -0.63834 -1.58962 2.69982
H -0.92748 -1.08591 0.90581
H -0.59452 1.22629 1.13741
H 1.15861 2.15301 5.17946
H 0.81302 0.35962 4.86603
H -2.52254 1.37048 4.43784
H -1.27768 1.73981 5.48619
H -2.02908 3.41408 3.85316
H -0.15467 3.87403 3.94988
H -2.44825 4.45543 0.98513
C -1.84843 -5.48771 -3.85307
O -0.80433 -4.57873 -4.17670
C -1.16269 -3.67452 -5.22918
C -1.22887 -2.23791 -4.69273
N -2.38334 -2.05930 -3.80463
C -2.37072 -0.78329 -3.08081
C -1.24895 -0.57735 -2.04363
O -1.34073 -1.45119 -0.91703
C -0.69145 -2.70323 -1.09054
H -1.46540 -6.20062 -3.11708
H -2.69718 -4.96047 -3.41320
H -2.17051 -6.04282 -4.74109
H -2.09976 -3.96039 -5.72207
H -0.36447 -3.73265 -5.97883
H -1.30972 -1.54128 -5.53476
H -0.29279 -2.03315 -4.16304
H -2.39765 -2.81559 -3.12399
H -3.33103 -0.71490 -2.55622
H -2.35032 0.04007 -3.80446
H -1.36462 0.43616 -1.64174
H -0.24915 -0.60956 -2.48956
H 0.18203 -2.63669 -1.74591
H -1.39857 -3.44211 -1.47199
H -0.35837 -3.05066 -0.10873
C 3.57070 3.97038 -5.24955
O 4.21371 4.31769 -4.03010
C 3.28602 4.60334 -2.97581
C 3.40498 3.54920 -1.86647
N 2.88476 2.25198 -2.31373
C 3.18151 1.15364 -1.38752
C 4.66263 0.76112 -1.21799
O 5.24659 0.20011 -2.39506
C 5.79855 1.15625 -3.28973
H 4.33750 3.86454 -6.02251
H 3.04570 3.01817 -5.15195
H 2.87098 4.75507 -5.55796
H 2.25481 4.68530 -3.34002
H 3.56910 5.57946 -2.56402
H 2.83887 3.88241 -0.98935
H 4.46093 3.47187 -1.58771
H 3.28962 2.02747 -3.21989
H 2.64166 0.27658 -1.76353
H 2.75400 1.38661 -0.40520
H 4.70061 -0.03230 -0.46225
H 5.27471 1.57911 -0.82334
H 6.18565 2.04014 -2.77419
H 5.05492 1.44492 -4.03482
H 6.62540 0.68123 -3.82478
*
```

Output
- HOMO-LUMO gap: 8.8 eV
- HOMO energy: -0.306 Ha
- Structure (SMILES): COCCCCC[C@@H]1C(=O)OC[C@@]1(N)COO.COCCNCCOC.COCCNCCOC
- E_tot: -47562.8885 eV

***

# 2
Entry from OMol25: C23H52BrCl2N3O4S as an isolated structure at a distorted geometry (wB97M-V/def2-TZVPD).

ORCA input file:
```
! RIJCOSX wB97M-V def2-TZVPD def2/J DEFGRID3
* xyz 0 1
C 4.54529 0.33946 4.46180
C 4.62944 1.86245 3.85035
Cl 6.13011 2.66077 4.67697
C 3.35668 2.82753 4.22314
Cl 3.90106 4.58108 3.77601
C 1.99277 2.54465 3.35775
Br 1.94407 3.82230 1.81179
C 1.58019 1.01276 2.94151
O 1.13277 0.40919 4.23761
S 0.07021 1.62984 4.84966
O -1.29730 1.38605 4.16179
O -0.08371 1.73044 6.41370
O 0.93123 3.03093 4.29919
H 3.65941 0.18858 5.24704
H 5.57024 -0.07114 4.87750
H 4.26378 -0.37485 3.55308
H 4.89760 1.87620 2.68724
H 3.17308 2.84769 5.37871
H 2.47082 0.42477 2.44619
H 0.66753 1.17513 2.19682
C -2.73038 0.91590 1.07275
C -3.88618 0.09399 0.50825
N -3.48699 -1.22335 0.00559
C -4.52841 -1.88103 -0.78831
C -5.82510 -2.26131 -0.07779
C -2.78321 -2.09337 0.94926
C -3.48974 -2.43713 2.25802
H -1.92277 1.02051 0.34085
H -3.08069 1.92092 1.33064
H -2.32023 0.47089 1.98456
H -4.30850 0.67526 -0.32195
H -4.67104 0.01824 1.26745
H -4.11376 -2.77740 -1.26844
H -4.78789 -1.21549 -1.62375
H -5.69252 -3.13297 0.56278
H -6.58744 -2.52560 -0.81757
H -6.22962 -1.44091 0.52288
H -1.82381 -1.62537 1.19665
H -2.50233 -3.02805 0.44675
H -3.95585 -1.56579 2.72609
H -2.76287 -2.83748 2.97205
H -4.25131 -3.20567 2.11646
C -6.86131 1.04110 -3.09870
C -7.32762 0.56377 -4.47158
N -6.88665 1.41795 -5.57762
C -7.56779 1.12710 -6.84207
C -7.33605 -0.24459 -7.47104
C -5.44504 1.64708 -5.68728
C -4.54242 0.42447 -5.83126
H -7.16027 2.07848 -2.91624
H -7.31193 0.42043 -2.31704
H -5.77520 0.96568 -2.98759
H -8.42523 0.55848 -4.44583
H -7.01351 -0.47550 -4.61088
H -7.31776 1.90024 -7.58077
H -8.64868 1.24130 -6.67816
H -6.34930 -0.31647 -7.92805
H -8.06683 -0.41316 -8.26842
H -7.45100 -1.06037 -6.75078
H -5.11857 2.20511 -4.80258
H -5.24496 2.33061 -6.52262
H -4.80907 -0.37927 -5.13955
H -3.50697 0.70662 -5.61521
H -4.55746 0.02845 -6.84794
C 8.00829 1.27056 0.13313
C 8.49861 0.29325 1.19828
N 7.44705 -0.57395 1.73639
C 7.85315 -1.29629 2.94499
C 8.98219 -2.31558 2.81396
C 6.69642 -1.36718 0.76166
C 7.48473 -2.31805 -0.13536
H 7.17358 1.87505 0.50283
H 8.81816 1.95299 -0.14559
H 7.68978 0.75504 -0.77816
H 8.90832 0.90023 2.01630
H 9.33337 -0.28565 0.79061
H 6.97949 -1.79313 3.38748
H 8.15843 -0.55414 3.69616
H 8.64605 -3.22762 2.32112
H 9.33501 -2.60540 3.80884
H 9.84416 -1.91805 2.26947
H 6.13902 -0.67900 0.11638
H 5.91541 -1.93982 1.27854
H 8.38862 -1.85842 -0.54436
H 6.86305 -2.61992 -0.98438
H 7.76610 -3.23103 0.39188
*
```

Output
- HOMO-LUMO gap: 7.7 eV
- HOMO energy: -0.297 Ha
- E_tot: -143271.3311 eV

***

Which of these has the highest HOMO-LUMO gap? C23H51N3O9